one) DFT (wB97M-V/def2-TZVPD) results for a cluster of 7 separate species, C7H28N14O7 in total.

Its SMILES is NC(N)=O.NC(N)=O.NC(N)=O.NC(N)=O.NC(N)=O.NC(N)=O.NC(N)=O.

Geometry as ORCA input:
```
! wB97M-V def2-TZVPD RIJCOSX def2/J DEFGRID3
* xyz 0 1
N -3.63 2.66 -0.41
H 6.74 -0.46 1.53
O -0.95 0.36 0.38
N 1.27 -0.13 0.38
O 3.79 0.61 1.31
O -1.56 0.99 -4.34
H -3.33 3.50 0.04
H -4.52 0.82 -1.91
H 3.12 0.30 4.59
C -4.87 2.67 -0.99
C -3.78 -1.52 0.80
O 0.41 -0.92 -2.34
H -1.06 2.48 -1.61
H 1.10 -3.73 -3.56
H 1.25 -0.24 -0.63
O -5.66 3.59 -0.81
H 1.90 -2.84 4.49
O -4.76 -2.25 0.90
H -2.96 0.38 0.87
N -1.66 3.23 -3.93
N -1.00 -2.69 -2.51
H 1.18 0.64 2.66
N -1.32 1.72 -2.22
N 5.74 -0.51 1.65
N -2.54 -1.97 0.46
N 1.11 -2.73 -3.50
H -1.05 0.76 -2.03
C 0.21 -2.06 -2.73
O 4.76 -1.62 4.17
H -1.74 -2.01 -2.41
H 5.06 1.83 -0.45
N 5.60 1.18 0.09
N 0.36 0.96 2.17
N -3.78 -0.18 1.03
C 0.15 0.36 0.94
H -0.48 1.19 2.67
H -2.32 -2.95 0.43
H -1.23 3.94 -3.37
C 4.98 0.45 1.06
H -6.10 1.51 -2.09
H 6.58 1.11 -0.08
H 1.97 -2.22 -3.62
H -1.78 3.40 -4.91
H -1.74 -1.33 0.56
H 3.28 -3.69 3.76
H 5.39 -0.83 2.55
H -2.94 2.03 -0.82
C 3.56 -1.72 4.32
N 2.76 -0.64 4.59
N 2.81 -2.86 4.09
H 1.75 -0.72 4.62
H 2.15 -0.15 0.88
C -1.50 1.93 -3.56
H -1.15 -3.58 -2.93
H -4.46 0.36 1.55
N -5.15 1.58 -1.76
*
```

two) DFT (wB97M-V/def2-TZVPD) results for a cluster of 7 separate species, C7H28N14O7 in total.

Its SMILES is NC(N)=O.NC(N)=O.NC(N)=O.NC(N)=O.NC(N)=O.NC(N)=O.NC(N)=O.

Geometry as ORCA input:
```
! wB97M-V def2-TZVPD RIJCOSX def2/J DEFGRID3
* xyz 0 1
H -1.85 -0.01 -0.39
O -3.67 0.11 -0.79
H 2.56 -2.26 -1.44
H 0.33 0.67 5.22
H -4.05 -2.18 -1.85
H 2.23 -1.87 -4.58
H 0.55 1.57 -3.26
H -5.32 1.63 -1.82
N -4.58 -1.42 -2.22
N -1.78 2.96 4.37
C -0.95 2.32 5.24
C 3.53 -3.46 -0.09
H -2.32 3.74 4.69
C -3.79 -1.43 3.20
H 4.89 1.79 0.71
N 4.08 -4.14 -1.14
O 4.39 3.87 -0.61
H 2.30 -1.77 0.16
N 2.67 -2.47 -0.46
H 1.72 1.50 -4.55
H -2.85 -0.05 4.49
H -4.28 -2.46 1.48
H 4.68 -4.93 -0.98
C 1.40 -0.27 -3.57
H 3.31 3.18 -2.77
H -3.24 -1.11 1.27
H 4.49 0.76 -0.68
H 2.77 -0.33 -5.11
H -1.90 2.70 3.41
N -0.32 1.23 4.70
C -4.37 -0.16 -1.77
H 1.55 0.21 -0.27
H 4.07 -3.78 -2.07
H -5.71 0.63 -3.14
N -3.66 -1.78 1.88
O -0.76 0.84 1.78
N 4.50 1.64 -0.20
O 3.70 -3.84 1.05
C 4.18 2.73 -0.95
N -2.89 -0.49 3.59
O -0.87 2.61 6.43
N 3.52 2.46 -2.12
N 1.25 1.07 -3.76
N -5.11 0.82 -2.36
H -2.12 -0.23 2.99
N -0.84 0.10 -0.39
O 0.77 -0.88 -2.71
O -4.59 -1.96 3.96
H -0.36 0.33 -1.23
C -0.19 0.48 0.74
H -0.40 1.15 3.70
N 2.28 -0.88 -4.42
H -5.31 -1.62 -2.89
H 3.43 1.52 -2.47
N 1.16 0.40 0.64
H 1.79 0.74 1.34
*
```

Stability verdict: one), ahead by 0.0256 hartree

one) DFT (wB97M-V/def2-TZVPD) results for a cluster of 2 separate species, C5H10N in total.

Geometry as ORCA input:
```
! wB97M-V def2-TZVPD RIJCOSX def2/J DEFGRID3
* xyz 1 1
C 0.21 -0.97 1.59
C 0.27 -0.95 -1.27
H 0.16 -2.00 -1.64
H -2.68 0.56 -0.18
C -0.02 -0.90 0.16
H 1.05 -0.40 -1.73
H -0.10 -2.05 1.97
C -2.10 0.07 -1.00
C 1.33 2.12 0.22
N -0.97 -0.43 -0.65
H -0.18 -0.12 2.26
H 0.28 2.00 0.39
H 2.04 2.47 0.85
H 1.83 1.67 -0.69
H -2.31 -0.14 -2.10
H 1.18 -0.91 1.81
*
```

two) DFT (wB97M-V/def2-TZVPD) results for the ion C5H10N with charge +1.

Its SMILES is C=[NH+]C(=C)CC.

Geometry as ORCA input:
```
! wB97M-V def2-TZVPD RIJCOSX def2/J DEFGRID3
* xyz 1 1
C -0.70 0.24 1.12
C -2.03 -0.32 0.62
H -0.62 1.36 1.15
H -2.68 0.32 0.07
H 2.14 -1.61 0.02
C 1.23 -1.29 0.54
C 0.35 -0.31 0.19
H 1.08 1.87 -2.46
H -1.97 -1.16 -0.01
H 1.12 -1.88 1.40
H -0.39 -0.16 2.17
C 0.73 1.50 -1.42
H 1.07 -0.45 -1.87
N 0.69 0.17 -1.11
H -2.75 -0.49 1.59
H 0.70 2.22 -0.58
*
```

three) DFT (wB97M-V/def2-TZVPD) results for the ion C5H10N with charge +1.

Its SMILES is CCCC#[N+]C.

Geometry as ORCA input:
```
! wB97M-V def2-TZVPD RIJCOSX def2/J DEFGRID3
* xyz 1 1
H 0.42 -0.12 -1.49
H 1.32 -1.40 3.41
H 2.22 0.05 3.44
H -2.11 -0.91 -0.98
H -1.23 -1.05 -2.58
H -1.33 1.15 0.61
C -0.43 0.56 -1.36
H 0.10 1.96 0.25
N 1.03 -0.22 1.76
H -0.29 1.40 -2.04
H -2.44 0.17 -2.24
H 2.80 -1.19 2.29
C 1.84 -0.80 2.73
C 0.24 0.17 1.02
C -1.60 -0.40 -1.76
C -0.37 0.98 0.10
*
```

Stability verdict: three), ahead by 0.0349 hartree

one) DFT (wB97M-V/def2-TZVPD) results for a cluster of 13 separate species, C6H37NO12 in total.

Geometry as ORCA input:
```
! wB97M-V def2-TZVPD RIJCOSX def2/J DEFGRID3
* xyz 0 1
H -0.98 1.67 3.42
O -2.94 2.49 -0.49
H -1.61 -1.41 -0.46
C -1.53 -0.37 -0.76
H -2.89 -4.26 1.30
C 0.34 0.89 -1.89
H 2.38 0.74 -0.32
H 1.65 3.75 3.35
H -0.60 -1.10 1.73
H -1.75 -0.46 -1.84
H 1.17 -1.13 2.09
H 3.41 0.72 4.51
H -2.34 0.24 -0.36
H 0.74 3.09 4.37
O -0.66 -2.27 -4.89
O 1.06 3.70 1.58
H 0.80 0.70 -4.02
H 2.49 -2.59 -2.08
H -0.28 -0.65 -3.24
H -1.93 2.23 1.12
H -0.79 -4.40 -0.50
H -2.88 2.01 -1.33
H 1.43 -0.58 -3.03
C 0.83 -0.42 0.18
O 1.78 -2.74 -1.43
H -0.93 -2.27 -3.95
H -0.11 1.00 4.61
H 0.15 -3.00 -1.90
H -3.40 -4.01 -0.12
C 0.54 0.04 -3.20
H 2.79 -0.37 0.82
O -0.72 -3.16 -2.33
C -0.07 0.04 -0.70
H -1.45 -5.63 -1.20
H 1.33 1.28 -1.78
H 1.81 -1.80 -1.16
H 1.31 3.65 -0.53
H 2.21 1.74 4.19
H -2.09 3.58 1.99
H 1.67 3.00 1.33
O -1.51 2.86 1.72
C 0.39 -1.29 1.34
H -3.06 3.41 -0.75
O -0.59 1.75 4.30
O 1.99 3.14 -0.99
H 0.14 3.36 1.61
O -3.28 -3.60 0.73
N 2.20 -0.21 0.01
O -1.46 -5.07 -0.43
H -0.44 1.63 -2.08
O 1.67 3.35 4.24
H -1.29 -2.47 -1.96
H 2.50 3.86 -1.37
H -0.21 -3.11 -4.95
H 0.53 -2.35 1.10
O 2.47 0.80 4.38
*
```

two) DFT (wB97M-V/def2-TZVPD) results for a cluster of 13 separate species, C6H37NO12 in total.

Geometry as ORCA input:
```
! wB97M-V def2-TZVPD RIJCOSX def2/J DEFGRID3
* xyz 0 1
C -0.59 -2.31 0.46
H 0.84 1.68 4.11
H 2.50 2.17 0.47
C 0.69 -0.48 1.78
O 1.63 4.82 0.09
H 1.76 4.55 1.01
H -1.22 -1.15 2.20
H -3.90 -1.70 2.55
H 0.72 -0.49 -3.95
H -0.17 -2.49 2.61
H 1.64 0.34 -0.60
H -0.49 2.40 -3.03
H -1.56 -2.86 0.54
N 0.47 -3.25 0.15
H 0.49 -4.04 0.79
H 1.01 -1.73 -3.23
H 1.85 0.66 4.41
H -2.33 -2.83 -1.58
H 4.65 0.13 -0.55
O -1.24 0.23 4.57
H 0.70 4.52 -0.02
O -3.40 0.60 -0.83
H -4.24 0.87 -1.19
H 2.52 3.39 -0.53
O 1.76 1.62 4.42
H 1.40 -2.84 0.16
H -2.03 -0.37 -2.99
H -2.01 0.28 3.99
H 1.71 -0.68 1.43
H -0.71 -1.42 -0.20
H -2.08 0.50 1.28
O -2.13 -1.97 -1.93
H 3.42 0.00 0.35
H -0.87 1.09 -3.77
C -0.35 -1.72 1.85
H -1.04 1.65 2.20
O 2.46 -2.21 -2.56
H -1.19 -1.86 -2.13
H 0.91 -0.16 2.79
O 3.09 2.69 -0.10
H -1.15 -0.67 4.90
H 3.20 -1.62 -2.77
H -3.46 -0.50 1.94
H 2.30 -2.00 -1.63
H -1.42 -0.62 -4.38
O -3.76 -0.78 2.83
O 3.88 -0.42 -0.38
C -1.19 1.11 1.20
H 0.44 1.68 -0.95
O 0.25 -1.32 -3.76
O -0.12 1.59 -3.38
C 0.76 0.89 -0.27
C 0.11 0.52 0.81
H -3.03 -0.19 -1.25
O -2.13 -0.12 -3.92
H -1.53 1.80 0.42
*
```

Stability verdict: one), ahead by 0.0431 hartree

one) DFT (wB97M-V/def2-TZVPD) results for the ion C4H9NO2 with charge -2.

Geometry as ORCA input:
```
! wB97M-V def2-TZVPD RIJCOSX def2/J DEFGRID3
* xyz -2 1
H -2.69 -0.72 0.03
H 1.18 1.19 -1.25
C 1.06 -1.30 0.03
H -0.71 -1.21 1.24
N -2.02 -1.36 0.43
O 2.08 -1.27 0.88
H 0.81 1.03 1.26
H -0.96 -0.75 -0.65
H 0.92 -2.38 -0.17
H 1.36 -0.96 -1.00
C 0.32 1.66 -0.79
C -0.39 -0.59 0.30
O 0.42 3.01 -0.62
H -0.89 1.42 1.22
C 0.02 0.93 0.52
H -0.52 1.31 -1.43
*
```

two) DFT (wB97M-V/def2-TZVPD) results for the ion C4H9NO2 with charge -2.

Its SMILES is N[C@@H](C[O-])CC[O-].

Geometry as ORCA input:
```
! wB97M-V def2-TZVPD RIJCOSX def2/J DEFGRID3
* xyz -2 1
C -0.76 -0.67 -1.56
H -1.62 0.50 0.57
H -1.25 -0.04 -2.26
H 0.00 1.33 -1.09
O 0.03 -1.52 -2.27
C 0.06 0.32 -0.64
C 0.33 0.78 1.93
O -0.36 0.70 3.10
H -1.53 -1.18 -0.91
H -0.56 -0.90 1.08
H 1.19 0.35 2.17
H 1.64 -0.49 -1.60
H 0.44 1.76 1.50
C -0.54 0.15 0.74
H 1.42 -0.96 -0.08
N 1.51 -0.14 -0.68
*
```

Stability verdict: two), ahead by 0.1823 hartree